{"formula": "C52H70F6FeNO33PS2", "method": "ωB97M-V/def2-TZVPD", "s2": 8.8055, "homo_lumo_gap_ev": [5.20, 5.03], "charge": -1, "multiplicity": 6, "e_tot_ev": -205756.285, "homo_energy_ev": [-5.7526, -5.5818], "symbols": ["Fe", "P", "O", "O", "O", "O", "C", "F", "F", "F", "S", "O", "O", "N", "S", "O", "O", "C", "F", "F", "F", "C", "C", "C", "O", "C", "C", "C", "O", "O", "O", "H", "H", "H", "H", "C", "C", "C", "O", "C", "C", "C", "O", "O", "O", "H", "H", "H", "H", "C", "C", "C", "O", "C", "C", "C", "O", "O", "O", "H", "H", "H", "H", "C", "C", "C", "O", "C", "C", "C", "O", "O", "O", "H", "H", "H", "H", "C", "C", "C", "O", "C", "C", "C", "O", "O", "O", "H", "H", "H", "H", "C", "C", "O", "C", "C", "H", "H", "H", "H", "H", "H", "H", "H", "H", "H", "C", "C", "O", "C", "C", "H", "H", "H", "H", "H", "H", "H", "H", "H", "H", "C", "C", "O", "C", "C", "H", "H", "H", "H", "H", "H", "H", "H", "H", "H", "C", "C", "O", "C", "C", "H", "H", "H", "H", "H", "H", "H", "H", "H", "H", "C", "C", "O", "C", "C", "H", "H", "H", "H", "H", "H", "H", "H", "H", "H"], "coordinates": [[-2.223413, 1.295075, -1.455441], [-4.445823, 0.655345, -0.831611], [-3.453113, -0.099065, -1.679871], [-4.044083, 1.564695, -1.941691], [-3.482093, 1.597145, -0.062161], [-5.962033, 0.909255, -1.123451], [-1.138763, -2.210505, -0.565521], [-2.423913, -2.055995, -0.358031], [-0.663823, -3.329075, -0.022821], [-0.928493, -2.123555, -1.911091], [-0.342223, -0.686785, 0.320549], [-1.251803, -0.350215, 1.392179], [0.975877, -1.159995, 0.766519], [-0.554103, 0.595645, -1.012511], [0.952717, 0.645195, -1.632981], [1.615187, -0.652915, -1.781491], [0.752047, 1.420575, -2.861481], [1.927887, 1.708245, -0.404881], [3.150777, 2.001945, -0.894791], [1.219567, 2.821855, -0.186141], [2.157907, 1.145305, 0.737649], [-0.995993, 0.057375, -5.840511], [-0.977803, -0.753145, -6.927601], [-1.826603, -1.969065, -7.049861], [-1.862593, -2.728885, -7.997971], [-2.640933, -2.123005, -5.890951], [-2.676193, -1.363395, -4.784211], [-1.791423, -0.171645, -4.665891], [-1.775003, 0.542105, -3.659761], [-3.516703, -1.635135, -3.692191], [-0.252663, -0.441045, -7.982941], [-0.463053, 0.996355, -5.814361], [-3.063353, -3.094955, -5.682901], [-3.362943, -0.940295, -3.047871], [0.027637, 0.472435, -7.890331], [-4.218123, 1.395845, 5.452649], [-5.561523, 1.202445, 5.677509], [-6.448933, 0.514005, 4.735239], [-7.634763, 0.273465, 4.923469], [-5.692413, -0.160365, 3.662619], [-4.385123, 0.102165, 3.411289], [-3.515693, 0.898465, 4.287419], [-2.379543, 1.230995, 4.088979], [-3.762833, -0.446065, 2.351729], [-6.172773, 1.803645, 6.766429], [-3.809303, 2.134495, 6.126199], [-6.264993, -0.779975, 2.988359], [-2.837843, -0.195855, 2.293529], [-7.123893, 1.712995, 6.672789], [-0.740353, 4.672555, 2.266769], [-1.023043, 5.518475, 3.304629], [-2.419323, 5.756725, 3.754289], [-2.735953, 6.627155, 4.538809], [-3.438983, 4.863655, 3.169789], [-3.079033, 3.952775, 2.244759], [-1.761203, 3.882015, 1.572169], [-1.557023, 3.117865, 0.620349], [-4.011963, 2.955205, 1.922629], [0.031407, 6.237785, 3.861719], [0.294447, 4.528945, 1.992979], [-4.420313, 4.792305, 3.615109], [-3.777973, 2.506435, 1.106869], [-0.282103, 6.645935, 4.672099], [-0.758693, 3.994255, -4.198661], [-0.301463, 5.030045, -4.875531], [-0.614623, 6.449205, -4.461001], [-0.133743, 7.432075, -4.997221], [-1.549583, 6.575215, -3.356351], [-1.903933, 5.505345, -2.658081], [-1.582603, 4.075155, -2.993261], [-1.856113, 3.086795, -2.351721], [-2.816273, 5.680025, -1.656031], [0.502107, 4.776645, -5.994181], [-0.602873, 3.036395, -4.672601], [-1.903893, 7.530085, -2.997061], [-3.020873, 6.614435, -1.574631], [0.581457, 5.600835, -6.479991], [5.127847, 3.901415, 0.266099], [6.207647, 3.438805, -0.440001], [7.579717, 3.347605, 0.146779], [8.581447, 3.128495, -0.500671], [7.563147, 3.567195, 1.564329], [6.451307, 3.925875, 2.310329], [5.147157, 4.210155, 1.727129], [4.203147, 4.772855, 2.288489], [6.526617, 4.195235, 3.666309], [6.100147, 3.142655, -1.723531], [4.159087, 3.992765, -0.202471], [8.464047, 3.325395, 2.108689], [5.640757, 4.345135, 4.004519], [6.946797, 2.828785, -2.049511], [3.633267, -7.887345, 2.233999], [3.019587, -6.524785, 2.562069], [1.710507, -6.657505, 3.025859], [0.630727, -7.160635, 2.218649], [0.451887, -6.218145, 0.986939], [4.629517, -7.678505, 1.844159], [3.522917, -8.648205, 3.006669], [3.061397, -8.429905, 1.481209], [3.521137, -6.012015, 3.382809], [3.184317, -5.736075, 1.827969], [0.690237, -8.242865, 2.103149], [-0.275223, -6.997585, 2.802409], [1.256677, -6.234235, 0.251989], [0.165257, -5.234325, 1.358479], [-0.334253, -6.590455, 0.330079], [-4.555303, -8.196655, 0.463219], [-3.340823, -7.530005, -0.177581], [-3.722323, -6.457725, -0.978191], [-2.700913, -5.866135, -1.724831], [-3.315053, -4.677885, -2.434261], [-5.124333, -7.468155, 1.040799], [-5.281503, -8.590125, -0.248061], [-4.284843, -8.978865, 1.172519], [-2.705643, -7.055415, 0.570359], [-2.711583, -8.232375, -0.724251], [-1.995123, -5.443805, -1.009581], [-2.294613, -6.537115, -2.481671], [-3.780903, -3.935935, -1.785731], [-4.170663, -5.146735, -2.920281], [-2.761113, -4.210595, -3.248441], [-3.333793, -4.760985, 2.173639], [-2.624203, -5.172275, 3.485229], [-1.297943, -4.686665, 3.441629], [-1.262273, -3.325795, 3.803599], [0.224757, -3.017745, 3.676379], [-2.766363, -4.992065, 1.272129], [-4.303073, -5.244405, 2.051509], [-3.601993, -3.716035, 2.017939], [-3.163933, -4.899695, 4.392139], [-2.441773, -6.246495, 3.455779], [-1.827853, -2.694615, 3.118159], [-1.504763, -3.101965, 4.842449], [0.829647, -3.610755, 4.362339], [0.401237, -1.980865, 3.962419], [0.586827, -3.227035, 2.669789], [3.257727, -3.628975, -0.892221], [3.987917, -2.885165, 0.287729], [5.048287, -2.050455, -0.226741], [5.455897, -1.016135, 0.659249], [6.492207, -0.135725, 0.008849], [3.942247, -4.056585, -1.624811], [2.631177, -4.487225, -0.649441], [2.631307, -2.922385, -1.436671], [3.179387, -2.292255, 0.715329], [4.326057, -3.527355, 1.100959], [4.578137, -0.472455, 1.008619], [5.790887, -1.389875, 1.626829], [7.111617, -0.728815, -0.663961], [7.221667, 0.406595, 0.610399], [5.926147, 0.577155, -0.590721], [2.795087, 4.744755, -2.822421], [1.925957, 5.705115, -2.056061], [2.531507, 6.958905, -2.069751], [3.749767, 7.125325, -1.338851], [4.089277, 8.577675, -1.420661], [2.362997, 3.744235, -2.841241], [2.898957, 4.973685, -3.883031], [3.830887, 4.691855, -2.487131], [0.982217, 5.788875, -2.594981], [1.661527, 5.315075, -1.073181], [3.695127, 6.875385, -0.279301], [4.530827, 6.522555, -1.802221], [4.376537, 8.973305, -2.394861], [5.009217, 8.818785, -0.888051], [3.272387, 9.258755, -1.182071]], "forces_ev_per_a": [[2.934, 2.639, -1.118], [-6.561, 4.227, 0.006], [0.961, -10.065, 0.039], [-1.333, 8.208, -10.904], [-0.853, -1.363, 7.650], [1.612, -3.275, 3.683], [0.671, 1.958, -0.610], [-0.415, -1.014, 0.302], [-0.380, 0.404, -0.713], [0.127, -0.814, 1.436], [0.071, -0.842, 0.538], [0.221, 0.130, -0.808], [-1.834, 1.051, -1.090], [4.447, -3.469, 3.496], [-0.588, -0.480, -3.405], [-0.627, 2.139, 0.572], [1.182, -0.153, 1.703], [0.307, 0.441, -0.847], [-0.668, 0.158, -0.594], [0.387, -0.010, -0.401], [-0.211, -0.739, 1.186], [0.094, 0.186, -0.336], [0.324, 1.269, 0.616], [-0.144, -0.243, 0.156], [0.483, 0.593, 0.127], [-0.918, -1.700, 2.169], [-1.702, -0.097, 2.192], [-0.545, 0.432, 0.848], [0.078, -0.802, -1.563], [2.029, -0.625, -3.976], [0.209, -0.124, -1.092], [0.427, -0.018, -0.192], [-0.654, -0.177, -0.767], [-0.129, 0.728, 1.193], [0.373, 0.182, -0.064], [-2.921, 0.465, 1.517], [0.878, 2.133, 1.235], [0.572, -2.921, -0.868], [0.506, 1.121, 0.321], [0.134, 0.898, -0.376], [0.090, -1.591, -1.734], [-1.230, 1.413, 1.585], [0.989, -0.526, -0.939], [-1.494, -0.274, 0.495], [1.237, -0.493, -1.017], [0.730, -0.236, 0.004], [0.050, -0.020, -0.105], [0.781, 0.406, -0.067], [-0.417, -0.303, -0.204], [0.250, 0.866, 0.934], [2.158, -0.194, -1.188], [-1.677, -0.461, -0.489], [0.812, 0.327, 0.453], [1.273, -0.321, 0.021], [-3.533, -2.379, -0.524], [0.669, -1.156, -0.529], [0.129, 1.915, 1.671], [1.268, 3.543, 2.522], [-1.461, -1.103, -0.676], [0.077, 0.078, -0.204], [-0.009, 0.279, 0.007], [0.687, -1.182, -1.532], [-0.328, 0.290, 0.244], [-0.587, -1.137, -0.523], [1.163, 0.425, -1.474], [0.247, 0.751, -0.114], [0.075, -0.732, -0.448], [0.806, -0.396, -0.281], [-2.699, 0.051, 1.677], [1.437, 0.297, -0.721], [-0.101, 1.316, 0.188], [0.742, -1.154, -0.067], [-1.301, 0.538, 1.573], [0.182, -0.344, 0.578], [0.255, 0.307, -0.411], [-0.049, 0.154, 0.062], [0.189, 0.469, -0.093], [0.404, -0.517, 0.170], [-1.351, 0.800, 0.379], [-0.783, 0.223, 0.597], [-0.358, -0.170, -0.379], [-1.082, 0.192, 2.892], [2.246, 0.221, 1.769], [-1.367, 0.939, -2.797], [1.591, -1.173, -0.021], [0.966, -0.879, -1.745], [-0.538, 0.008, -0.452], [0.094, 0.057, -0.192], [0.202, 0.300, 0.033], [-0.555, 0.208, -0.129], [0.556, -0.094, -0.109], [-0.463, 0.407, -0.701], [0.037, -0.487, 0.609], [-1.329, 0.024, 0.708], [0.492, 1.858, -0.443], [-0.319, -1.626, -0.183], [0.228, -0.688, 0.258], [0.768, 0.588, 0.764], [-0.037, 0.578, -0.769], [0.268, -0.577, 0.530], [-0.500, -0.391, -1.086], [0.349, -0.045, -0.706], [0.198, 0.042, 0.358], [0.626, 0.385, 0.546], [0.349, -0.056, -0.178], [-0.618, -0.028, 0.321], [-0.201, 0.471, 0.117], [0.278, 0.163, 0.662], [-1.568, -0.244, -0.847], [0.068, 1.607, 0.383], [-1.449, -0.616, -0.737], [0.130, 0.233, 0.042], [0.312, -0.142, -0.272], [0.235, -0.095, -0.184], [0.264, -0.557, 0.659], [-0.025, -0.296, -0.238], [0.902, -0.551, -0.081], [0.437, -0.273, 0.269], [0.512, 0.056, 0.187], [-0.323, 0.205, -0.370], [0.436, -0.034, 0.434], [-0.861, 0.012, -0.096], [0.389, -0.414, -2.029], [-1.069, 0.385, 1.062], [2.511, 0.182, -0.447], [0.126, 0.698, 0.234], [0.347, -0.355, 0.266], [-0.030, -0.392, 0.146], [0.313, 0.349, 0.687], [0.010, 0.146, 0.058], [-0.631, -0.245, 0.178], [-0.275, -0.001, 0.026], [-0.708, -0.407, 0.166], [-0.248, -0.286, 0.059], [0.130, 0.193, -0.369], [-0.040, 0.267, -0.028], [0.919, 0.248, -0.087], [-1.061, 0.019, -1.081], [-0.298, -0.365, 0.267], [-0.466, -0.443, 1.190], [-0.182, 0.113, -1.059], [0.442, 0.215, 0.051], [-0.068, 0.212, 0.798], [0.058, 0.115, 0.135], [0.183, 0.516, 0.213], [0.423, -0.315, -0.170], [-0.321, 0.529, -0.500], [0.592, -0.738, 0.034], [-0.147, -0.153, -0.135], [-0.451, -0.092, 0.626], [0.328, 0.193, -0.271], [0.194, -1.156, -0.668], [0.388, -0.684, -0.890], [-0.027, 1.143, 0.892], [-0.440, 0.197, -0.739], [0.836, 1.452, -0.757], [0.078, -0.197, 0.317], [-0.307, 0.568, -0.083], [-0.149, -0.182, 0.427], [0.000, 0.291, 0.124], [0.273, 0.177, 0.441], [-0.482, -0.464, 0.110], [0.192, -0.079, 0.100], [-0.195, -0.730, -0.667], [-0.253, -0.078, 0.747], [-0.058, -0.318, 0.722]]}